Entry 1:
101
Properties=species:S:1:pos:R:3 method="wB97M-V/def2-TZVPD" total_charge=+1 orbital_gap_ev=8.35 total_energy_ev=-142139.502
Zr 0.25721 -1.56021 -0.02702
C -0.92989 -3.56911 5.17738
N -0.55869 -2.61271 4.17208
C 0.22641 -1.52051 4.35918
C 0.33271 -0.90121 3.14148
N -0.37199 -1.60421 2.21908
C -0.89759 -2.64211 2.86108
P -1.99759 -3.91531 2.12718
C -0.76279 -4.63951 0.97158
N 0.03831 -3.90861 0.21168
C 0.82391 -4.78281 -0.46592
C 0.47461 -6.06111 -0.12452
N -0.53189 -5.96561 0.78238
C -1.22689 -7.07631 1.37838
C -2.72759 -2.75181 0.91618
N -2.07089 -1.81791 0.23528
C -3.00459 -1.15981 -0.49462
C -4.23949 -1.70111 -0.25272
N -4.05389 -2.70541 0.64148
C -5.07379 -3.54911 1.20348
H -0.54159 -3.23641 6.13728
H -2.01579 -3.65441 5.24168
H -0.50579 -4.54401 4.93578
H 0.65101 -1.27301 5.31238
H 0.85721 0.00159 2.87478
H 1.60041 -4.45531 -1.13202
H 0.85921 -7.00561 -0.44942
H -0.83309 -8.00361 0.96298
H -1.08579 -7.07911 2.46108
H -2.29429 -7.02391 1.15428
H -2.73039 -0.34131 -1.13202
H -5.20849 -1.46291 -0.64212
H -6.04599 -3.23261 0.83268
H -4.91729 -4.59081 0.91928
H -5.06709 -3.47641 2.29228
N 4.07571 -3.10241 -0.60192
C 4.11361 -2.29491 0.61518
C 2.66581 -1.88041 0.81678
O 2.26221 -0.78401 0.35248
O 1.84271 -2.67401 1.32978
H 5.00471 -3.41881 -0.85602
H 3.68751 -2.56191 -1.37132
H 4.74381 -1.39351 0.54768
H 4.44421 -2.92921 1.44228
I 0.53621 -1.90301 -8.80792
C 0.51531 -2.02231 -6.69842
C -0.42469 -2.82021 -6.06262
C -0.44309 -2.88641 -4.68302
C 0.49421 -2.17241 -3.93972
C 1.43991 -1.38171 -4.58892
C 1.44561 -1.29731 -5.96882
C 0.44571 -2.24141 -2.46182
O -0.60189 -2.60411 -1.87262
O 1.46061 -1.92461 -1.76372
H -1.14219 -3.38391 -6.63732
H -1.17939 -3.48491 -4.16512
H 2.15351 -0.82451 -3.99882
H 2.16551 -0.67051 -6.47282
O -0.41129 -0.07311 -1.54032
C 0.26501 0.67649 -0.78422
O 0.08381 0.57169 0.46318
C 1.39891 1.47219 -1.37062
C 2.04931 2.33559 -0.31432
Ge 0.78711 3.79499 0.20348
C 0.86401 5.15369 -1.25002
C -0.01549 6.23159 -1.24412
C 0.03941 7.19499 -2.23452
C 0.97541 7.09279 -3.25022
C 1.84691 6.01889 -3.27702
C 1.78931 5.05889 -2.28282
C -1.11329 3.24769 0.35868
C -1.81329 3.36969 1.55138
C -3.15699 3.04359 1.61778
C -3.81259 2.58089 0.49088
C -3.12639 2.46489 -0.70652
C -1.78799 2.80579 -0.77172
C 1.36521 4.60379 1.91078
C 1.78971 5.92409 1.96288
C 2.23511 6.47759 3.14938
C 2.25931 5.71569 4.30488
C 1.82181 4.40199 4.26818
C 1.38051 3.85049 3.07888
H 1.05581 2.04459 -2.23602
H 2.08881 0.70099 -1.74282
H 2.98521 2.74979 -0.69012
H 2.28651 1.71389 0.54808
H -0.74719 6.31139 -0.44892
H -0.64519 8.02909 -2.21222
H 1.02161 7.84529 -4.02142
H 2.57651 5.92859 -4.06842
H 2.48081 4.22619 -2.30902
H -1.30909 3.74249 2.43368
H -3.69669 3.16109 2.54688
H -4.86399 2.33879 0.53718
H -3.63889 2.12649 -1.59612
H -1.26849 2.74599 -1.72012
H 1.76901 6.51879 1.06008
H 2.56741 7.50419 3.17358
H 2.62141 6.14289 5.22908
H 1.83061 3.81119 5.17318
H 1.03911 2.82189 3.05388

***

Entry 2:
79
Properties=species:S:1:pos:R:3 method="wB97M-V/def2-TZVPD" total_charge=+2 orbital_gap_ev="8.09 / 5.96" multiplicity=2 total_energy_ev=-67926.101
Rh -0.95439 1.11936 2.40029
O -1.23038 1.15727 4.59159
C 0.05145 1.11152 5.24476
C 1.00416 0.29422 4.41084
C 2.12307 -0.27856 4.98810
C 3.04254 -0.92679 4.17958
C 2.81016 -0.99347 2.81492
C 1.65921 -0.42471 2.30914
N 0.77462 0.20369 3.09081
H -1.79295 1.81566 5.01844
H -0.05754 0.67435 6.23682
H 0.44800 2.12550 5.34378
H 2.27547 -0.20293 6.05630
H 3.92925 -1.37104 4.61131
H 3.50460 -1.48212 2.14706
H 1.41673 -0.45369 1.25590
C -1.38747 6.05033 -1.32286
C -2.03267 4.80991 -0.84581
N -2.68355 3.94871 -1.57213
N -3.06353 2.98346 -0.69459
C -2.66462 3.20920 0.54523
S -2.98627 2.24004 1.92948
N -2.00099 4.38513 0.46631
N -1.38718 5.09587 1.49209
H -1.48997 6.10583 -2.40306
H -0.33301 6.04096 -1.04842
H -1.84670 6.92685 -0.86744
H -3.62602 2.20533 -1.00061
H -0.69214 4.48507 1.91859
H -2.08727 5.37781 2.16834
C 0.88973 -5.32833 -5.57996
C 0.39547 -4.37890 -4.52914
C 0.88965 -3.08145 -4.44268
C 0.43941 -2.19106 -3.47831
C 0.98962 -0.79034 -3.42903
C -0.52930 -2.64322 -2.57619
Te -1.21944 -1.30941 -1.11727
N -0.46338 0.98962 0.49845
C 0.19270 2.09271 0.55971
O 0.14235 2.64000 1.78801
C 0.91098 2.80480 -0.50801
C 0.66101 2.48912 -1.84126
C 1.32376 3.16830 -2.84908
C 2.24209 4.16155 -2.52590
C 2.48987 4.48063 -1.19744
C 1.82114 3.80794 -0.18514
C -0.51390 -2.37832 0.53631
C 0.53850 -3.27412 0.32887
C 1.04601 -4.00213 1.38894
C 0.50135 -3.83913 2.65736
C -0.53757 -2.94636 2.85831
C -1.06546 -2.19755 1.80929
C -2.20192 -1.25915 2.09860
C -1.06473 -3.94115 -2.63311
C -2.11813 -4.44526 -1.68286
C -0.58174 -4.78390 -3.62221
H 1.60769 -4.85213 -6.24399
H 0.06000 -5.70122 -6.18124
H 1.37026 -6.19272 -5.11940
H 1.64090 -2.75199 -5.15027
H 1.72420 -0.63648 -4.21668
H 1.48066 -0.57575 -2.47604
H 0.19929 -0.04816 -3.57797
H -0.07099 1.72587 -2.07852
H 1.12475 2.93106 -3.88589
H 2.76403 4.68965 -3.31281
H 3.20678 5.25203 -0.95066
H 2.01368 4.04409 0.85321
H 0.94979 -3.41104 -0.66319
H 1.85524 -4.70082 1.22451
H 0.88260 -4.41577 3.48980
H -0.96372 -2.83393 3.84908
H -1.95852 -0.61243 2.97439
H -3.09525 -1.78911 2.43547
H -2.50923 -0.65875 1.24558
H -2.87873 -3.69057 -1.46510
H -1.68028 -4.76082 -0.73446
H -2.63465 -5.30279 -2.10981
H -0.98920 -5.78587 -3.69703

***

Entry 3:
93
Properties=species:S:1:pos:R:3 method="wB97M-V/def2-TZVPD" total_charge=0 orbital_gap_ev="8.34 / 6.37" multiplicity=3 total_energy_ev=-75853.207
P -2.21963 0.65843 -3.09967
P -2.89954 -2.20616 -0.98484
C -2.72907 -1.06227 -3.52370
C -3.73870 -1.70098 -2.57008
H -1.79255 -1.63574 -3.56954
H -3.15239 -1.08711 -4.53130
H -4.55347 -1.01464 -2.28746
H -4.21295 -2.59077 -3.00213
C -1.62971 -3.36007 -1.56075
H -0.94553 -3.58006 -0.74430
H -1.03523 -2.91570 -2.34612
H -2.05783 -4.28201 -1.96519
C -4.06846 -3.37144 -0.14070
H -4.77052 -3.95148 -0.75931
H -4.68336 -2.82688 0.57596
H -3.50820 -4.12354 0.43051
C -2.31779 1.20510 -4.96982
H -2.19960 2.29109 -5.11771
H -3.32422 0.96226 -5.34872
H -1.60587 0.71353 -5.64774
C -3.77134 1.56662 -2.77370
H -4.42028 0.96834 -2.13530
H -4.26827 1.82832 -3.71828
H -3.48833 2.49318 -2.25802
Pd -2.16794 -0.41170 -0.28500
C 1.34799 -1.94129 -4.00545
C 1.58123 -1.92802 -5.35580
C 1.95693 -0.87282 -6.36840
C 2.42800 0.43691 -5.71114
C 1.25056 1.21918 -5.30562
C 0.96769 1.36932 -4.01982
C 1.07919 0.42168 -2.82176
C 1.75508 -0.97645 -2.92811
C -3.36459 1.09174 0.74449
H 1.07834 -2.95876 -3.62109
H 1.57196 -2.93562 -5.80962
H 1.20924 -0.63048 -7.16059
H 2.77762 -1.31451 -6.98317
H 3.04790 0.19006 -4.85718
H 3.06206 1.02128 -6.38744
H 0.57797 1.63947 -6.06698
H 0.34556 2.22527 -3.76943
H 0.04423 0.19767 -2.46088
H 1.45441 0.99926 -1.94238
H 2.85492 -0.86038 -2.90959
H 1.45636 -1.48127 -1.98920
H -4.11952 0.53211 1.37695
H -3.87293 1.77409 0.00915
H -2.72010 1.72231 1.42442
C -0.21053 -2.40535 4.41886
C -0.37695 -0.98483 4.92136
C -1.80339 -0.49722 4.74054
C 0.06809 -0.91626 6.38133
O 0.50073 -0.11552 4.17854
Si 0.70531 0.36824 2.57670
S -0.05574 -0.90745 1.09744
O 0.23360 1.97625 2.56458
C 0.74094 2.96667 3.51870
C 0.22031 4.30460 3.02660
C 0.21648 2.66153 4.91387
C 2.26256 3.00451 3.54886
O 2.36531 0.39133 2.55450
C 3.49079 0.11328 1.71035
C 3.16406 -0.87006 0.60076
C 3.93619 1.43150 1.08595
C 4.52632 -0.51461 2.63762
H -0.83492 -3.05488 5.03548
H 0.82754 -2.73964 4.50523
H -0.51529 -2.49626 3.37318
H -2.46001 -1.09590 5.37696
H -1.91083 0.56074 5.00871
H -2.10869 -0.62466 3.69755
H 1.10605 -1.25728 6.47895
H -0.02973 0.09374 6.79850
H -0.53998 -1.58945 6.99224
H -0.86948 4.33069 2.98858
H 0.53637 5.11195 3.68817
H 0.60605 4.52651 2.03024
H 0.65547 1.72389 5.27895
H 0.48311 3.45827 5.62698
H -0.87831 2.58012 4.89086
H 2.70100 2.04083 3.84420
H 2.65319 3.28957 2.56441
H 2.59017 3.76044 4.27973
H 2.34180 -0.51686 -0.03451
H 4.06230 -0.96213 -0.02124
H 2.91594 -1.85921 1.00299
H 4.28009 2.14395 1.84626
H 4.76254 1.21502 0.40025
H 3.09996 1.88362 0.52919
H 4.77456 0.15722 3.46783
H 4.11703 -1.45117 3.03982
H 5.44060 -0.74276 2.08548

***

| no. | maximum force (eV/Å) |
| --- | --- |
| 1 | 2.68 |
| 2 | 0.24 |
| 3 | 4.65 |